58
Properties=species:S:1:pos:R:3:forces:R:3:mulliken_charge:R:1 method="wB97M-V/def2-TZVPD" e_lumo_ev="-4.8 / -9.2" multiplicity=2 s2=0.756 homo_ha="-0.490 / -0.490" de_lowest_kj_mol=0.0 total_charge=+1 homo_lumo_gap_ev="8.6 / 4.2"
C 0.66992 0.82511 2.24150 1.230 1.562 0.442 -0.1532
C 0.91145 -0.07529 1.06386 0.938 -0.276 -2.471 1.9350
C -0.31761 -0.21949 0.18005 -1.161 -2.562 2.082 0.5411
C 1.37027 -1.42034 1.63199 -1.354 0.171 2.109 -1.2682
O 1.62495 1.37278 2.77682 -1.866 -0.669 -0.010 -0.3861
H -0.28796 0.91741 2.73992 -0.644 -0.172 0.228 0.4121
H 1.73360 0.43112 0.44705 -1.028 -0.622 0.926 -0.0247
H -0.19030 -0.97883 -0.60006 0.349 0.185 0.346 -0.4122
H -0.56081 0.65053 -0.29339 -0.428 2.259 -1.241 0.0368
H -1.23498 -0.56055 0.78021 1.519 0.537 -0.842 -0.8421
H 1.65100 -2.07858 0.86036 0.123 -0.622 -1.203 0.3184
H 0.53537 -1.90053 2.21548 0.798 0.373 -0.679 0.2868
H 2.22691 -1.35590 2.27508 0.423 0.237 0.368 0.4961
H -2.49166 -0.17713 3.03969 -0.426 -0.665 -0.233 0.2937
H -3.10813 -0.30686 1.65475 -0.541 0.502 -0.802 0.4452
O -2.79860 -0.83987 2.39011 0.713 0.316 1.361 -0.7396
H 1.09240 1.38861 -2.39461 -0.431 -0.119 -0.393 0.4688
H 2.41425 0.90009 -1.79101 0.091 0.137 -0.191 0.3843
O 1.94101 1.70348 -2.07412 0.483 0.198 0.416 -0.8199
H -2.00684 3.12054 -1.40661 -0.374 -1.235 -0.043 0.3529
H -1.59351 1.67115 -1.91725 0.041 0.156 -0.357 0.3655
O -2.22967 2.15708 -1.33908 0.517 1.202 0.333 -0.7634
H 3.44875 -0.55676 -0.40363 1.420 0.199 2.269 0.2922
H 2.50061 -1.33996 -1.22459 -1.201 -1.759 -0.193 0.4541
O 3.06569 -0.60017 -1.23993 0.329 1.469 -1.880 -0.7203
H 1.79504 -3.63048 -1.56697 -0.561 1.142 0.241 0.2938
H 0.58498 -2.87049 -0.91249 -0.211 -0.369 -0.089 0.2846
O 1.41806 -2.73021 -1.38195 0.721 -1.495 -0.034 -0.7436
H -4.39261 -1.32261 -1.96201 -0.703 0.398 -1.539 0.3141
H -3.95745 -0.81851 -0.61079 -0.090 0.405 0.260 0.4128
O -4.07063 -1.61644 -1.13711 0.453 -0.972 0.949 -0.7200
H -1.12341 2.34393 0.48370 0.232 0.216 0.569 0.2820
H 0.13149 3.10360 0.76151 2.321 1.663 -1.555 0.5042
O -0.52562 2.61756 1.21492 -2.315 -2.166 1.216 -0.6532
H -0.56886 1.18917 -3.90540 0.170 -0.516 1.539 0.2741
H -0.45943 -0.07881 -2.94489 0.028 -0.363 -0.359 0.4119
O -0.46877 0.91675 -2.94861 -0.580 0.815 -1.456 -0.8240
H 0.51900 -2.01857 -2.74061 -1.721 0.721 -1.029 0.4887
H -0.95560 -2.04539 -2.38313 -0.421 -0.369 0.084 0.4096
O -0.38077 -1.67382 -3.07438 1.955 -0.238 0.495 -0.8220
H 4.60529 0.37581 2.31471 -0.450 0.060 -0.577 0.3023
H 3.12441 0.68787 2.14761 -0.950 0.146 1.104 0.2840
O 3.88652 0.47692 1.65554 2.284 -0.872 -0.616 -0.5573
H -1.90295 -2.18996 1.88611 -0.001 0.031 0.169 0.3941
H -1.90395 -3.68552 1.89664 -0.988 -1.818 0.629 0.3128
O -1.40109 -2.97296 1.57823 0.956 1.510 -0.437 -0.6770
H -1.60775 -2.86978 -0.06625 -0.319 -0.283 -1.779 0.3157
H -2.62306 -2.51162 -1.23957 0.488 -0.299 0.244 0.4943
O -1.71640 -2.89400 -1.08581 -0.039 0.282 1.518 -0.7516
H 3.70779 2.30421 1.21145 0.804 -0.796 -0.449 0.4328
H 2.64939 2.80372 2.13131 -0.533 0.149 0.898 0.4020
O 3.27994 3.09646 1.50070 0.344 1.523 -0.359 -0.7807
H -3.05356 1.19276 -0.27485 -0.917 -0.330 0.474 0.4124
H -4.37494 1.15293 0.55549 -1.791 1.337 0.527 0.2632
O -3.66902 0.61848 0.28784 2.513 -0.558 -0.887 -0.7520
H 2.16295 3.64594 0.30152 -0.028 -0.086 -0.662 0.4133
H 1.52229 3.01272 -0.99005 0.794 -1.152 -1.115 0.4469
O 1.40262 3.66270 -0.31500 -0.967 1.478 1.684 -0.8215